Entry 1:
The following is a DFT calculation (ωB97M-V/def2-TZVPD) of a structure of composition C38H37N7P2Rb in a non-equilibrium geometry.

Each line ends with the Löwdin charge.
Positions of all 85 atoms, in Å:
Rb 1.2282 -1.2755 -0.0262  0.65
N 3.5470 -4.6264 1.5215  0.13
C 2.2170 -4.9231 1.4517  -0.28
C 1.8182 -6.1605 2.0313  -0.02
C 0.5813 -6.6769 1.8455  -0.06
C -0.3049 -5.8965 1.0788  -0.06
C 0.1729 -4.7170 0.5188  -0.18
N 1.3509 -4.1643 0.7463  0.04
C 4.1924 -3.3742 1.4154  -0.27
C 5.3889 -3.2838 2.1476  -0.01
C 6.2472 -2.2056 1.9633  -0.05
C 5.9528 -1.2582 1.0022  -0.05
C 4.7609 -1.4564 0.3429  -0.18
N 3.8713 -2.3991 0.5472  0.03
H 4.0888 -5.2008 2.1147  0.11
H 2.5303 -6.6585 2.6350  0.10
H 0.2594 -7.6012 2.3809  0.13
H -1.3547 -6.2031 0.9685  0.11
H -0.4866 -4.0980 -0.1426  0.11
H 5.6156 -4.1059 2.8322  0.12
H 7.1680 -2.1932 2.5596  0.12
H 6.5396 -0.4233 0.6576  0.11
H 4.5198 -0.6279 -0.3087  0.11
C -1.9570 1.7876 0.5999  -0.42
C -0.9444 2.9231 0.5751  -0.42
P 0.4900 2.5378 -0.5050  1.02
C -0.2437 2.4614 -2.1528  -0.42
C 0.1570 1.5223 -3.1132  -0.08
C -0.5706 1.5152 -4.3516  -0.08
C -1.5402 2.4590 -4.6638  -0.09
C -1.9106 3.4042 -3.6991  -0.06
C -1.2195 3.4374 -2.4607  -0.08
C 1.2152 4.2075 -0.5458  -0.39
C 1.5651 4.8897 -1.6814  -0.11
C 1.9463 6.2059 -1.6282  -0.08
C 1.9916 6.8672 -0.3992  -0.08
C 1.7799 6.1311 0.7753  -0.09
C 1.3361 4.8399 0.6942  -0.13
P -1.7660 0.4680 1.9183  1.03
C -3.3330 -0.3295 1.5285  -0.40
C -3.6563 -0.6102 0.1702  -0.08
C -4.7893 -1.3572 -0.0719  -0.11
C -5.6178 -1.7799 0.9179  -0.11
C -5.3013 -1.5144 2.2368  -0.09
C -4.1309 -0.8314 2.5894  -0.08
C -2.1738 1.5518 3.3142  -0.41
C -1.1874 1.7562 4.3074  -0.11
C -1.4088 2.5941 5.3849  -0.08
C -2.6253 3.3136 5.4727  -0.06
C -3.5864 3.2013 4.4291  -0.06
C -3.3170 2.3595 3.3229  -0.10
H -1.8530 1.3430 -0.3888  0.04
H -2.9257 2.3141 0.6670  0.09
H -0.5022 3.0162 1.5610  0.05
H -1.4234 3.8583 0.2316  0.09
H 0.9226 0.8004 -2.9047  0.05
H -0.2039 0.7777 -5.0586  0.09
H -2.0326 2.4005 -5.6621  0.12
H -2.6806 4.1144 -3.9105  0.09
H -1.4357 4.2184 -1.7287  0.10
H 1.6630 4.3744 -2.6250  0.11
H 2.3791 6.7007 -2.4833  0.11
H 2.3513 7.9141 -0.2989  0.11
H 1.9674 6.6249 1.7835  0.13
H 1.1235 4.2274 1.6155  0.11
H -2.9769 -0.2578 -0.6278  0.10
H -5.0570 -1.6931 -1.0555  0.10
H -6.5258 -2.3864 0.7237  0.12
H -6.0615 -1.7939 2.9766  0.11
H -3.9118 -0.6747 3.6798  0.12
H -0.2626 1.2397 4.2682  0.08
H -0.7068 2.6554 6.1949  0.10
H -2.8364 3.9179 6.3527  0.10
H -4.5026 3.8173 4.4710  0.11
H -4.1402 2.2963 2.5481  0.13
N 1.8647 -4.0635 -6.6491  0.16
C 1.2090 -3.4804 -5.6147  -0.49
N -0.0461 -3.8364 -5.4065  0.18
N 1.8874 -2.5565 -4.8892  0.10
C 1.3879 -2.0799 -3.7778  -0.37
N 0.9797 -1.6085 -2.7847  0.00
H 1.4671 -4.8549 -7.1427  0.12
H 2.8871 -3.9413 -6.6163  0.13
H -0.5454 -4.4222 -6.0860  0.13
H -0.5658 -3.4436 -4.6109  0.13

Output
Kohn-Sham gap: 8.1 eV
HOMO: -0.36962 Ha
LUMO: -1.9568 eV
2S+1: 1
net charge: +1


Entry 2:
The following is a DFT calculation (ωB97M-V/def2-TZVPD) of a structure of composition C5H4AlO4 in a non-equilibrium geometry.

Each line ends with the natural charge from an NBO analysis.
Positions of all 14 atoms, in Å:
C 0.8040 -2.9069 0.9097  0.03
C -0.1946 -3.5911 0.9626  0.57
H 0.4824 -2.5388 2.0734  0.39
H -1.2285 -1.3663 0.6243  0.55
O 0.2641 0.0636 -0.2381  -0.45
C -0.9760 -0.0480 -0.7303  1.12
O -1.4081 0.7362 -1.5631  -0.93
O -1.6919 -0.9061 -0.1172  -0.51
Al -2.6422 1.1484 -2.3603  1.88
C 0.9026 1.8116 0.2217  0.72
C 1.2100 1.0978 -0.8247  0.04
O 1.0563 2.5635 1.1794  -0.40
H 1.5186 1.4550 -1.8112  0.37
H 1.9034 2.4812 1.6736  0.62

Output
expectation value of S²: 1.761
Kohn-Sham gap (alpha / beta): 9.3 / 5.3 eV
HOMO (alpha / beta): -1.03358 / -0.98936 Ha
LUMO (alpha / beta): -18.8540 / -21.6146 eV
2S+1: 2
net charge: +4


Entry 3:
The following is a DFT calculation (ωB97M-V/def2-TZVPD) of the ion C6H11N4 with charge +1 in a non-equilibrium geometry.

Each line ends with the natural charge from an NBO analysis.
Positions of all 21 atoms, in Å:
C 1.0598 0.6404 1.5470  0.36
C -0.5479 1.7189 -0.0849  0.26
C -1.1656 -0.1254 -1.3119  -0.11
C 1.0439 -1.3948 0.1586  0.29
C -0.0413 0.3643 -1.8919  -0.08
C 0.2390 -2.4871 0.7474  -0.72
N 1.2676 -0.3760 0.8751  -0.39
N 0.2006 1.6184 1.2068  -0.58
N 0.3207 1.5007 -1.2297  -0.62
N -1.5596 0.6577 -0.1540  -0.63
H 1.5644 1.0191 2.4616  0.24
H -1.0077 2.6986 0.0443  0.21
H -1.8417 -0.9300 -1.6686  0.24
H 1.5966 -1.4253 -0.7956  0.24
H 0.3537 0.0342 -2.7862  0.24
H 0.8248 -3.4234 1.0096  0.28
H -0.3680 -3.0225 0.1137  0.26
H -0.3550 -2.3316 1.6391  0.26
H -0.0774 2.3622 1.9001  0.43
H 1.0171 2.0937 -1.6662  0.43
H -2.5240 0.8078 -0.1142  0.41

Output
Kohn-Sham gap: 7.8 eV
relative energy (zero: lowest compared OMol25 entry of this formula, charge and spin): 2.377 eV
HOMO: -0.41600 Ha
LUMO: -3.5475 eV
2S+1: 1
SMILES: C/C=N\C=[NH+]/C1NC=CN1
net charge: +1